No. 1
The following is a quantum chemistry calculation of C25H18IInN3O3S2 as an isolated structure, from OMol25.

Atoms and positions in Å:
C1 1.964 2.016 -1.593
H1 1.462 0.895 4.535
C2 -0.848 -1.446 3.790
N1 -0.269 2.259 -1.274
C3 -3.389 2.174 0.619
H2 -1.004 3.679 -1.920
C4 -4.852 3.958 -0.012
C5 -0.997 -6.044 -1.189
C6 3.299 1.470 -1.471
O1 -0.922 0.937 0.488
C7 0.887 0.175 3.969
C8 -2.680 3.772 -1.042
C9 4.942 -0.024 -0.511
H3 -3.152 -6.141 -1.233
C10 -0.518 -1.602 2.455
H4 -0.853 -7.118 -1.191
C11 -2.413 2.631 -0.265
H5 4.093 3.023 -2.714
C12 -3.903 4.429 -0.899
O2 -1.800 4.276 -1.929
C13 -2.279 -5.500 -1.213
C14 -1.127 1.880 -0.339
C15 3.577 0.348 -0.643
H6 -4.083 5.308 -1.505
H7 -5.799 4.478 0.079
H8 -1.057 -2.282 1.806
H9 6.451 2.306 -2.480
N2 0.472 -0.909 1.896
H10 -3.159 1.283 1.191
C16 5.939 0.661 -1.161
C17 5.658 1.770 -1.977
O3 2.668 -0.320 -0.011
C18 4.345 2.159 -2.106
H11 1.099 -5.617 -1.124
I1 -2.408 -2.553 4.597
H12 -5.352 2.444 1.441
C19 1.166 -0.034 2.631
H13 1.961 0.491 2.117
C20 -1.331 -3.256 -1.181
In1 0.506 -0.618 -0.432
C21 -0.142 -0.539 4.562
H14 1.865 3.009 -2.031
S1 1.436 -2.827 -1.093
C22 -4.605 2.820 0.754
C23 -0.034 -3.802 -1.152
H15 5.156 -0.884 0.112
H16 -3.425 -3.694 -1.212
N3 0.887 1.468 -1.176
H17 6.967 0.334 -1.042
H18 -0.393 -0.392 5.605
C24 0.099 -5.200 -1.154
S2 -1.677 -1.524 -1.172
C25 -2.431 -4.126 -1.203

Forces on the atoms, in the same order (eV/Å):
0.268 -0.035 -0.047
-0.012 -0.013 -0.001
0.077 0.041 -0.004
0.271 -0.392 0.296
0.003 0.003 -0.004
-0.102 -0.009 0.008
-0.005 -0.047 0.027
-0.036 0.059 0.006
-0.178 0.128 -0.063
-0.039 0.238 -0.058
0.024 0.011 0.023
0.073 -0.021 0.004
-0.017 0.038 -0.043
0.019 0.009 0.000
0.124 0.019 -0.171
0.000 0.023 -0.003
0.017 -0.024 -0.026
-0.002 -0.018 0.015
0.004 -0.014 0.010
0.047 -0.056 0.038
0.077 -0.003 0.001
-0.133 0.071 0.015
-0.078 -0.128 -0.006
-0.001 -0.004 0.003
0.019 -0.010 0.002
-0.027 0.025 -0.036
0.004 -0.007 0.000
0.018 0.205 0.235
-0.004 0.023 -0.013
0.023 0.047 -0.059
-0.067 -0.114 0.119
0.013 0.265 0.137
0.000 -0.021 -0.013
-0.026 0.028 -0.005
-0.071 -0.051 0.041
0.007 0.010 -0.010
-0.108 -0.261 -0.018
-0.036 -0.017 -0.056
-0.097 0.001 -0.063
0.260 -0.301 0.147
0.000 0.005 0.014
0.053 0.054 0.007
-0.049 -0.196 0.002
0.024 0.063 -0.057
0.066 -0.023 -0.032
0.016 0.010 -0.006
0.031 0.008 -0.009
-0.387 0.291 -0.386
0.002 0.006 0.002
0.011 0.003 -0.010
0.032 0.094 -0.007
-0.161 -0.065 0.065
0.050 0.054 -0.011

Results
LUMO level in eV: 1.99
Net charge: -1
HOMO energy in eV: -4.4
Strongest force on any atom in eV/A: 0.62
Electronic energy in eV: -71779.6502
Energy relative to the best compared isomer or geometry (same formula, charge and spin) in kJ/mol: 0.0
Frontier orbital gap in eV: 6.389

Atomic partial charges in e from the Löwdin method, atoms 1 to 6: number 1, C, carries -0.056; number 2, H, carries 0.108; number 3, C, carries -0.713; number 4, N, carries 0.045; number 5, C, carries -0.024; number 6, H, carries 0.063



No. 2
The following is a quantum chemistry calculation of C25H18N4O11S2Ti as an isolated structure at a distorted geometry, from OMol25.

Atoms and positions in Å:
C1 5.187 2.465 -0.702
O1 0.595 0.619 -0.996
C2 4.436 3.084 0.280
H1 -1.926 -2.602 2.253
C3 0.407 -2.469 -1.998
O2 -2.317 -1.737 0.427
H2 -2.536 1.233 5.956
O3 -3.330 1.913 -2.156
C4 -2.060 0.904 5.041
H3 -3.152 -4.499 0.222
C5 -1.347 0.705 -4.199
H4 -3.831 1.142 3.863
H5 -4.041 -0.817 -0.203
S1 1.511 -0.355 3.582
C6 3.180 1.369 -1.486
H6 -2.752 0.452 1.736
O4 4.432 4.517 2.066
C7 -2.060 -2.919 1.216
N1 5.103 3.987 1.204
C8 1.151 -0.648 1.866
C9 2.450 1.988 -0.480
O5 0.024 -2.190 -0.788
H7 2.700 0.682 -2.165
O6 6.300 4.163 1.072
H8 1.023 -1.688 -4.717
C10 -4.383 -2.787 0.719
C11 -3.291 -3.806 1.054
O7 0.292 2.237 0.496
H9 -0.128 0.599 5.957
O8 -2.159 0.696 -0.670
N2 5.311 0.987 -2.645
H10 -4.716 -2.282 1.628
H11 -1.813 1.576 -4.641
C12 -2.201 0.449 2.667
C13 -0.720 0.550 5.051
C14 1.002 1.632 -0.286
C15 0.227 -1.127 -4.247
H12 -3.528 -2.206 -1.188
H13 -3.500 -4.378 1.956
H14 -5.243 -3.222 0.212
N3 -1.106 -0.728 -2.333
C16 4.539 1.623 -1.587
S2 2.335 -1.187 0.837
C17 -2.787 0.852 3.855
H15 -1.142 -3.383 0.862
C18 -0.388 -0.044 -4.876
C19 -2.480 1.097 -1.869
Ti1 -0.726 -0.489 -0.367
O9 1.074 -3.414 -2.360
O10 6.525 1.048 -2.583
H16 6.248 2.637 -0.781
C20 -3.619 -1.819 -0.166
O11 4.702 0.423 -3.532
C21 -0.134 0.138 3.865
C22 -0.166 -1.438 -2.963
C23 -0.858 0.069 2.664
H17 -0.088 0.243 -5.875
C24 3.070 2.856 0.400
N4 -0.136 -0.384 1.570
H18 2.502 3.339 1.182
C25 -1.661 0.346 -2.903

Forces on the atoms, in the same order (eV/Å):
0.296 0.070 -0.027
2.210 2.311 -1.070
-0.490 -0.547 -0.560
0.002 0.059 -0.027
-0.035 -0.318 -0.035
-0.587 -0.379 0.177
-0.005 -0.009 -0.007
0.172 -0.035 -0.127
0.037 -0.008 0.067
-0.018 -0.018 0.007
-0.119 0.032 -0.100
0.011 0.023 -0.046
0.050 0.023 0.011
-0.178 -0.030 -0.226
0.260 0.024 -0.092
-0.060 0.015 0.022
-0.115 -0.016 -0.037
0.031 -0.133 0.229
0.255 0.324 0.444
-0.125 0.065 0.311
0.097 -0.166 -0.103
0.640 -1.481 -0.711
-0.049 -0.039 0.024
0.033 -0.060 -0.123
-0.036 -0.039 0.001
0.153 -0.065 -0.034
-0.011 0.144 -0.030
0.404 0.279 -0.019
-0.055 0.010 0.027
-1.471 1.388 -0.505
0.305 -0.391 -0.373
-0.042 0.020 -0.018
0.016 0.005 0.007
0.113 -0.029 -0.113
0.015 0.014 -0.051
-0.336 0.005 0.041
-0.023 0.024 -0.156
0.033 0.019 -0.005
0.019 -0.034 -0.009
-0.025 0.009 0.019
0.270 0.417 -2.032
-0.567 0.358 0.526
0.518 -0.026 0.300
-0.068 0.011 0.010
0.029 0.052 -0.030
-0.015 -0.057 0.155
-0.400 0.144 -0.044
-1.715 -1.935 2.073
0.020 0.157 -0.129
-0.014 0.124 0.068
0.017 0.009 0.008
-0.173 -0.039 0.003
-0.081 0.072 0.046
0.066 -0.048 -0.050
-0.332 -0.118 0.190
-0.063 -0.005 0.313
0.001 -0.014 -0.011
0.187 0.240 0.157
0.895 -0.008 1.508
-0.060 -0.059 -0.013
0.115 -0.342 0.169

Results
LUMO level (spin up / spin down) in eV: 1.37 / 1.37
Spin multiplicity: 2
Net charge: -1
HOMO energy (spin up / spin down) in eV: -4.0 / -4.8
Strongest force on any atom in eV/A: 3.37
Electronic energy in eV: -99488.8104
Energy relative to the best compared isomer or geometry (same formula, charge and spin) in kJ/mol: 128.7
Frontier orbital gap (spin up / spin down) in eV: 5.365 / 6.178

Atomic partial charges in e from the Löwdin method, atoms 1 to 6: number 1, C, carries 0.087; number 2, O, carries -0.156; number 3, C, carries -0.114; number 4, H, carries 0.127; number 5, C, carries -0.544; number 6, O, carries -0.262